This record from the OMol25 dataset describes C69H122F12N16O27S12 as an isolated structure in a non-equilibrium geometry. The level of theory is ωB97M-V/def2-TZVPD.

The value obtained for the gap between HOMO and LUMO is 7.4 eV. The multiplicity is 1. For the HOMO energy, the calculation gives -15.3 eV. For the LUMO energy, the calculation gives -7.921 eV. The calculation puts the largest force on an atom at 0.09419 Eh/bohr. The net charge is +4. Its total energy is -11585.27265 Eh.

```
258
Properties=species:S:1:pos:R:3:forces:R:3
C -8.9929 0.8845 -11.4061 -0.33 0.10 1.71
C -7.5621 1.1559 -11.7364 0.75 2.19 0.46
C -6.8853 2.1394 -10.7108 -0.33 -0.18 -1.33
C -6.6928 1.5266 -9.3753 0.00 -2.38 1.60
N -5.6194 2.0900 -8.5355 2.03 0.82 0.41
C -5.5720 1.4401 -7.1593 2.14 1.00 0.04
C -4.4996 0.3320 -7.1971 -0.65 -1.00 0.16
C -3.8976 0.5091 -8.5942 2.23 -0.61 -0.19
C -4.1977 1.9241 -9.0471 -0.60 -0.29 0.39
C -5.8101 3.5300 -8.3700 -0.55 1.26 -1.51
H -9.5576 1.7850 -11.1475 0.32 0.25 -0.16
H -9.1301 0.2439 -10.5244 0.16 -0.14 -0.25
H -9.5137 0.4660 -12.2124 -0.69 -0.89 -1.16
H -7.5154 1.7084 -12.6900 0.07 -0.51 0.17
H -6.8868 0.3096 -11.7746 -0.25 -0.50 -0.28
H -7.4554 3.0485 -10.5791 -0.45 0.23 -0.23
H -5.9733 2.4662 -11.2108 0.38 -0.15 0.39
H -6.5043 0.4036 -9.3651 -0.19 1.27 -0.43
H -7.5250 1.6563 -8.6666 -0.41 -0.10 -0.83
H -5.1700 2.2595 -6.5267 -0.76 -0.72 0.04
H -6.5537 1.1537 -6.9298 -1.24 -0.36 0.69
H -3.7519 0.4636 -6.3858 -0.49 0.14 -0.61
H -4.9378 -0.6986 -7.0433 0.42 1.14 -0.29
H -2.8041 0.3112 -8.5851 -0.57 0.26 0.08
H -4.2582 -0.2183 -9.3387 -0.27 0.35 0.33
H -3.6644 2.8157 -8.6510 0.21 -1.18 0.19
H -4.1833 2.0264 -10.1135 -0.13 0.06 -0.59
H -5.2390 3.9295 -7.5454 -0.24 -0.08 0.39
H -6.8791 3.6806 -8.3497 -0.23 0.54 0.70
H -5.4566 4.0692 -9.2714 -0.20 -0.46 0.31
C -1.4327 6.9730 -0.9672 0.20 -0.81 0.75
N -0.2597 6.2498 -1.5753 -0.73 0.05 0.91
C 0.0262 6.4792 -2.8477 0.61 -0.07 -0.66
C 1.1436 5.9032 -3.4430 -1.23 1.22 1.41
C 1.8582 5.0647 -2.6484 1.75 -1.62 0.22
C 1.5603 4.7533 -1.3133 -1.49 0.99 -0.60
C 0.4758 5.4116 -0.7855 -0.19 0.38 -0.36
C 3.0485 4.3885 -3.2038 0.26 -0.21 -0.68
C 3.0460 3.8140 -4.4829 1.20 -1.04 0.08
C 4.1535 3.0324 -4.8878 0.21 0.31 0.49
N 5.2150 2.7887 -4.0529 -1.53 1.45 0.90
C 5.1819 3.3407 -2.8103 -0.33 0.42 -0.05
C 4.1663 4.2345 -2.4018 1.30 -1.58 1.19
C 6.3415 1.8797 -4.3230 -0.54 -1.54 -1.09
H -1.0651 7.8902 -0.5175 0.12 -0.13 0.39
H -1.9449 6.2875 -0.2507 0.57 0.66 -0.48
H -2.1492 7.2727 -1.7074 -0.14 -0.25 -0.65
H -0.6127 7.1572 -3.3851 -0.18 0.14 0.01
H 1.5211 6.3090 -4.3486 -0.02 -0.25 -0.92
H 2.0476 3.9826 -0.7449 0.30 0.05 0.05
H 0.1733 5.3420 0.2527 -0.08 -0.11 -0.15
H 2.1648 3.7947 -5.1217 0.39 0.32 0.17
H 4.2336 2.5777 -5.8676 -0.24 -0.04 0.11
H 5.9919 2.9624 -2.1802 -0.42 0.61 0.05
H 4.1803 4.5971 -1.3327 0.14 -0.30 -1.52
H 5.9296 0.8256 -4.1929 0.77 1.29 -0.17
H 7.1570 2.0994 -3.6402 -0.23 -0.11 0.12
H 6.7372 2.0232 -5.3481 -0.52 -0.07 0.51
C 4.9411 -6.1833 7.1842 -0.67 0.33 0.33
N 5.8418 -5.3999 6.2532 -0.84 -1.48 0.84
C 7.1430 -5.2951 6.5966 -0.13 1.51 -1.05
C 7.9388 -4.4882 5.7721 -0.53 -1.04 0.79
C 7.4038 -3.8639 4.6291 0.31 0.09 1.10
C 6.0548 -3.9580 4.3935 -1.05 -1.62 0.80
C 5.2602 -4.7862 5.2040 2.66 -0.11 0.71
C 8.1956 -2.8134 3.9554 -0.65 1.11 0.36
C 9.0470 -2.0386 4.7736 -0.22 -1.81 -0.04
C 9.6214 -0.9290 4.3058 0.59 0.89 -0.45
N 9.3729 -0.5146 3.0792 -0.99 1.57 -2.44
C 8.5058 -1.1528 2.2751 0.55 -0.85 -0.02
C 7.8850 -2.3246 2.6864 0.33 -0.37 -1.06
C 9.9130 0.7859 2.5202 0.46 0.36 2.52
H 5.4051 -6.9290 7.8359 0.74 0.36 -0.51
H 4.1446 -6.7215 6.6716 0.25 0.26 -0.54
H 4.4420 -5.4718 7.8455 0.15 0.17 -0.15
H 7.3785 -5.7234 7.5734 0.43 0.07 -0.61
H 8.9546 -4.3024 6.0712 0.22 -0.25 -0.05
H 5.5226 -3.4296 3.6569 -0.24 0.72 -1.03
H 4.2308 -4.9877 5.1518 -1.12 0.23 -0.67
H 9.3620 -2.3606 5.7447 -0.28 -0.06 0.40
H 10.3045 -0.3178 4.8239 0.64 0.41 0.89
H 8.4460 -0.7782 1.2607 -0.46 0.00 0.14
H 7.2877 -2.8500 1.9007 0.28 0.51 1.12
H 10.7312 0.6017 1.8602 0.57 -0.36 -0.37
H 10.2929 1.3970 3.4133 -0.64 -0.78 -1.45
H 9.1381 1.3161 1.9837 -0.26 -0.03 0.18
C -2.7618 -2.3504 4.5688 0.73 -0.33 -2.04
N -3.3715 -1.1355 3.9701 0.54 -1.22 1.34
C -4.7073 -1.1300 3.9073 -0.43 -2.11 -0.17
C -5.3829 -0.1449 3.3316 -0.42 1.34 -1.60
C -4.6140 0.9264 2.8311 -1.75 0.70 -0.69
C -3.2676 0.9490 2.9132 1.18 -0.69 0.56
C -2.6457 -0.1474 3.5096 1.08 1.71 -0.24
C -5.2803 2.0308 2.0993 -0.34 1.17 0.89
C -5.1616 3.3881 2.5245 0.32 -1.85 -0.80
C -5.8239 4.3079 1.7837 -0.68 -1.00 -1.22
N -6.5613 4.0134 0.6768 -0.33 -0.80 0.09
C -6.7118 2.7257 0.2783 0.26 0.51 1.13
C -6.1064 1.7520 1.0299 0.64 -2.02 -1.12
C -7.3056 5.0758 -0.0240 0.59 0.96 1.22
H -2.5935 -3.0738 3.7448 -0.27 0.35 0.34
H -3.4230 -2.7851 5.2725 -0.48 -0.14 0.80
H -1.7751 -2.1565 4.9335 0.38 0.36 0.54
H -5.2224 -2.0684 4.1066 0.35 0.21 0.46
H -6.4230 -0.3219 3.0423 0.28 0.51 0.50
H -2.6457 1.7590 2.5487 -0.21 -0.05 -0.01
H -1.5527 -0.0600 3.6339 -0.58 -0.85 0.07
H -4.4974 3.7073 3.3145 -0.17 -0.11 0.15
H -5.8185 5.3008 2.0571 0.09 2.12 0.33
H -7.3258 2.3863 -0.5442 0.02 0.89 -0.23
H -6.1354 0.7094 0.6003 -0.18 1.09 0.79
H -8.1785 5.3310 0.5642 -0.10 0.12 0.18
H -7.6161 4.7023 -0.9424 -0.45 -0.69 -1.62
H -6.6950 5.9744 -0.2073 -0.06 -0.55 0.28
C 1.9020 1.2139 -1.1945 1.21 -1.52 0.74
C 1.6172 -0.3335 -1.2230 -0.67 1.65 -1.18
N 0.1992 -0.6524 -0.8378 -0.25 -1.03 0.96
C 0.0295 -0.2058 0.6121 0.49 0.71 -0.81
C -0.7896 0.0861 -1.6994 -0.06 1.90 0.09
C -1.2222 -0.4700 -3.0230 0.42 -2.65 0.12
C -0.0758 -2.1882 -0.9601 -1.18 2.21 -0.25
C 0.6002 -2.9902 0.0605 4.12 -0.94 0.61
O 0.0985 -4.2889 -0.0023 -1.36 -1.01 0.78
C 0.4674 -5.1621 1.0862 -1.71 0.35 -0.15
H 1.2592 1.7337 -1.8543 -0.79 0.53 -0.45
H 2.8968 1.3460 -1.6667 -0.23 -0.14 0.64
H 1.8651 1.6231 -0.1693 0.24 -0.11 -0.50
H 2.2492 -0.9005 -0.5593 0.32 -0.01 -0.09
H 1.6752 -0.6052 -2.2807 0.40 -0.40 0.47
H -0.1699 0.8641 0.5751 0.39 0.14 0.00
H 0.9642 -0.3984 1.1823 -0.87 -0.01 -0.26
H -0.8848 -0.6184 0.9813 -0.04 -0.67 0.41
H -0.3518 1.0705 -1.9611 -0.20 -0.67 0.55
H -1.6225 0.3413 -1.0403 -0.20 -0.45 -0.14
H -1.9225 0.2536 -3.4135 -0.40 -0.16 -0.16
H -1.6720 -1.5380 -2.8783 0.49 2.04 -0.73
H -0.3510 -0.4973 -3.7211 -0.93 -0.32 0.67
H 0.2224 -2.4389 -1.9573 0.36 -0.27 -0.54
H -1.1590 -2.3415 -0.9123 0.21 0.29 0.13
H 0.7512 -2.5712 1.0773 -1.05 -0.19 -0.34
H 1.6908 -3.1172 -0.2606 -0.79 0.45 0.29
H 0.3558 -6.1799 0.7049 0.16 0.11 0.10
H -0.1753 -5.0719 2.0158 0.57 0.29 -1.09
H 1.4711 -4.9570 1.3308 1.38 -0.01 0.53
C -3.1770 -9.2582 -3.7829 -0.70 1.08 0.24
C -1.9660 -8.5205 -3.2102 -0.38 0.15 -0.60
N -2.2925 -7.4318 -2.2609 0.24 2.43 -0.32
C -2.9520 -6.2499 -2.9794 1.00 -0.31 -0.04
C -3.2284 -7.8732 -1.1834 0.07 -0.65 -1.60
C -3.1538 -7.0273 0.0306 -1.64 0.40 1.15
C -0.9474 -6.9056 -1.6616 -1.58 0.26 -0.99
C 0.1845 -6.7388 -2.7076 0.09 0.07 1.20
O -0.1597 -5.8791 -3.7402 -0.16 1.12 -0.68
C 0.9749 -5.4055 -4.5206 -0.84 -1.02 0.05
H -3.9473 -8.5175 -4.1099 0.64 -0.56 0.01
H -3.7028 -9.9278 -3.0914 0.47 0.07 -0.04
H -2.8586 -9.8119 -4.6505 0.03 -0.26 -0.25
H -1.3976 -7.9856 -3.9604 -0.18 -0.26 -0.65
H -1.2431 -9.1573 -2.7317 0.05 -0.57 0.44
H -2.3283 -5.9148 -3.7878 0.21 -0.16 -0.31
H -3.0539 -5.4156 -2.3335 0.23 0.59 1.03
H -3.9392 -6.4468 -3.3035 -0.87 -0.81 -0.42
H -2.9153 -8.9244 -1.0723 -0.54 0.31 0.77
H -4.2327 -7.8340 -1.6657 0.66 -0.25 0.58
H -2.2952 -7.2309 0.6376 0.58 0.07 0.27
H -4.0151 -7.3747 0.6194 0.21 0.25 0.16
H -3.3148 -5.9290 -0.0861 0.27 -0.92 -0.27
H -0.7171 -7.6490 -0.9444 0.80 -1.04 0.53
H -1.2142 -6.0288 -1.0239 0.50 -0.20 -1.24
H 0.5987 -7.7008 -3.0900 -0.39 0.41 0.31
H 0.9419 -6.2854 -2.0716 0.61 0.07 0.02
H 1.6153 -4.7244 -4.0018 0.19 0.52 0.77
H 0.6541 -4.9184 -5.4486 -0.32 -0.34 0.39
H 1.5237 -6.3059 -4.7232 0.69 -0.28 -0.62
C 3.2980 3.0672 5.8271 -1.42 1.30 0.20
C 2.7555 2.5505 7.1519 0.35 1.01 -0.16
N 3.3582 3.1618 8.4424 -1.05 0.30 -1.65
C 2.6438 2.4998 9.6009 0.09 0.67 -0.21
C 4.8217 2.9046 8.3836 0.34 -0.35 0.17
C 5.5484 3.4052 9.5925 0.91 -1.15 0.70
C 3.1371 4.6583 8.4833 -0.72 0.36 0.86
C 1.7409 5.2144 8.2207 -0.31 0.94 0.83
O 0.7303 4.6303 8.9973 0.48 -0.67 0.14
C -0.4828 4.8381 8.3428 -1.32 0.95 -0.60
H 3.0532 4.1458 5.8548 0.26 -0.28 -0.47
H 2.6595 2.6637 5.0195 0.46 -0.02 0.47
H 4.3251 2.9900 5.5819 0.99 -0.56 -0.08
H 2.8372 1.4909 7.2623 -0.22 -0.70 0.15
H 1.7536 2.9438 7.1088 -0.67 -0.69 0.49
H 2.8952 1.4448 9.6134 0.22 0.02 0.25
H 1.5889 2.6428 9.4485 -0.35 -0.19 -0.42
H 2.8111 3.0742 10.5124 0.55 -0.44 0.03
H 5.2139 3.2610 7.4096 -0.31 -0.05 0.78
H 4.9421 1.8285 8.4389 -0.25 -0.34 -0.48
H 6.5488 2.8924 9.5823 -0.90 0.57 0.30
H 4.9874 3.0935 10.4957 0.62 0.10 -0.34
H 5.7159 4.4532 9.6481 0.11 0.91 -0.10
H 3.7079 5.1429 7.7193 0.91 -0.01 -0.32
H 3.4882 4.9648 9.4619 0.11 0.13 0.07
H 1.5156 5.0959 7.1714 -0.18 -0.05 -0.55
H 1.6612 6.3319 8.4553 0.91 -1.18 -0.51
H -1.3166 4.4604 8.9299 0.22 -0.31 0.09
H -0.4662 4.3936 7.3347 -0.15 -0.02 0.34
H -0.6919 5.9274 8.2154 0.25 -0.47 0.06
N 1.3368 0.1643 -6.0701 -1.08 -1.53 -0.60
S 2.2101 -0.6754 -5.0753 2.70 0.98 -2.53
O 1.6432 -1.5464 -4.1194 -0.73 -0.41 0.71
O 3.3342 0.1672 -4.6711 -0.60 -1.64 -0.12
F 2.6733 -1.7306 -6.2263 0.22 1.10 1.30
S 0.5129 1.3368 -5.5253 3.02 0.11 0.85
O 0.8496 1.5472 -4.1600 0.15 1.08 1.34
O -0.8023 1.4793 -5.8961 -3.64 -0.20 -1.40
F 1.2085 2.4989 -6.3594 0.24 0.54 -0.06
N -3.1727 4.5268 -2.4118 -0.51 0.88 0.70
S -4.6886 4.3480 -2.8543 -0.76 -0.03 2.52
O -5.4605 3.5230 -1.9332 1.00 0.99 -1.06
O -4.8047 4.1880 -4.2310 -0.68 -0.59 -2.54
F -5.3362 5.8088 -2.6190 1.00 -0.64 0.39
S -2.1362 3.5428 -3.0404 0.66 0.25 0.73
O -2.7304 2.3884 -3.5648 -0.58 -1.48 -0.84
O -0.9773 3.3962 -2.2181 0.01 0.33 0.53
F -1.5429 4.3409 -4.2576 -0.15 0.34 -0.56
N 4.3515 -0.1897 0.5631 0.66 -0.39 -0.07
S 4.2944 -0.7815 2.0585 0.00 0.18 -1.74
O 2.9698 -0.6531 2.5807 0.58 0.02 -0.16
O 5.4238 -0.4344 2.8659 -0.08 -0.11 0.15
F 4.4910 -2.3576 1.7877 -0.20 0.09 0.38
S 5.3740 -0.7752 -0.5508 0.06 -0.55 4.00
O 6.4589 -1.5309 0.0244 -0.17 0.14 -0.31
O 5.7141 0.1796 -1.5207 -0.31 1.16 -1.29
F 4.4532 -1.8362 -1.1902 -0.26 -0.44 -0.90
N -1.3801 3.4550 3.2798 -0.09 1.35 -0.31
S -0.5357 2.7328 4.3482 -0.21 -1.90 0.10
O 0.2766 3.4417 5.2706 0.44 0.98 -0.04
O 0.0069 1.5183 3.7778 -0.57 0.63 0.57
F -1.7466 2.2490 5.3201 0.52 -0.08 -0.63
S -1.3409 4.9371 2.6906 1.46 -2.99 0.55
O -2.5512 5.0283 1.9682 -0.31 0.81 -1.54
O -0.0216 5.2781 2.2175 -1.11 0.11 -0.40
F -1.5421 5.8625 3.8637 -0.19 1.23 1.81
N 1.7447 -2.7425 6.4012 1.14 1.24 1.96
S 3.0290 -2.4178 7.2565 -0.17 1.82 -0.20
O 3.0074 -0.9883 7.5962 0.41 -2.63 -0.64
O 4.2305 -3.0175 6.6770 -1.11 0.69 1.39
F 2.8111 -3.0978 8.7193 0.21 0.11 -1.71
S 1.3706 -3.8367 5.4104 -4.66 0.72 1.12
O 2.3454 -4.5786 4.7733 3.32 -1.64 -1.94
O 0.2521 -3.3567 4.6506 0.48 -0.07 -0.23
F 0.6968 -4.9431 6.3327 0.11 0.15 0.29
N -3.4672 -2.7011 -1.0781 0.92 0.26 1.34
S -3.7008 -2.3980 0.4466 -1.20 0.70 -1.45
O -5.0649 -2.1108 0.8072 0.98 0.59 0.23
O -2.5982 -1.6355 0.9651 -0.68 0.03 0.17
F -3.4687 -3.7898 1.0283 0.44 -1.83 1.16
S -4.6251 -2.8350 -2.1013 -0.02 3.17 -0.48
O -5.8005 -3.4580 -1.6578 -0.91 -0.93 0.21
O -4.0222 -3.0786 -3.3505 0.09 -0.87 -1.12
F -5.0540 -1.2396 -2.2370 0.08 -1.20 0.17
```
Positions in Å, forces in eV/Å.

Mulliken population analysis, charges in e, atoms 1 to 8: C -1.23; C -0.61; C -0.60; C -1.02; N 0.35; C -0.36; C 0.09; C -0.78